[1]
# C30H82O14

11 unconnected molecules or ions with the total composition C30H82O14 in a non-equilibrium geometry (ωB97M-V/def2-TZVPD, the Open Molecules 2025 dataset).

Cartesian coordinates (Å):
1 H 1.5493 2.6550 -4.1164
2 H 2.5736 -2.2830 -1.4992
3 H 1.1914 2.9076 4.4754
4 H 1.8606 -2.6377 2.8978
5 H -2.4756 0.3773 3.3760
6 C -2.2252 1.9911 4.5502
7 H -1.1841 2.1756 1.9777
8 O -1.0659 2.0482 0.9927
9 H -5.1282 2.5295 -3.3123
10 H -4.5976 -3.8181 -0.7110
11 O -1.8856 2.7634 3.4806
12 H 0.5849 0.3240 2.4678
13 H -4.6290 -5.4836 1.3340
14 H -0.6409 -5.2606 4.8095
15 H 3.7282 1.2588 0.7091
16 H -2.1870 3.5882 3.3714
17 H 5.8869 1.5880 -0.7685
18 C 2.0580 2.7813 3.7772
19 H 3.9232 -0.1735 -5.2530
20 H -2.2783 -2.6066 1.6172
21 O 2.2627 0.1308 -3.1603
22 H -0.7852 -4.1430 -5.7795
23 H -0.6455 -2.6892 -6.3850
24 C 0.9496 -2.4198 3.6499
25 H 5.0623 -0.4128 1.8661
26 H -0.2015 2.1925 5.8674
27 C 2.0988 0.5941 -4.4485
28 C 0.8127 4.7794 -0.0483
29 H 0.0103 -4.7543 -2.2545
30 H 1.4904 2.9462 -1.1846
31 H -3.0276 2.7798 -0.7938
32 H -6.2239 0.9576 -0.7932
33 O 5.2886 -0.0727 1.0424
34 H 2.4339 -1.3138 -5.6443
35 H 0.1344 -2.6501 -2.8526
36 H 5.2183 0.0585 -1.8657
37 H 3.1382 0.3380 -6.4460
38 O 2.7117 1.6806 4.2374
39 O 0.9572 -2.2236 -2.6365
40 H 3.4386 2.0919 -4.1385
41 C 2.4597 2.0060 -4.5272
42 H 0.6155 6.5947 1.0579
43 H 3.5039 4.1543 4.7869
44 H 2.4381 2.3786 -5.6534
45 H 1.5488 4.5752 -2.0360
46 O 0.8223 -5.1567 -1.8959
47 H -1.0643 -3.6477 0.9515
48 C 1.6393 4.1775 -1.1384
49 H 1.6700 2.7233 2.7803
50 C -1.8824 -1.5203 -3.9396
51 H -1.8430 -4.6717 -3.4358
52 H -1.7139 1.7076 6.7406
53 H -2.0193 -0.7346 -4.6057
54 C -4.1293 2.3892 -0.6244
55 H -0.4872 -3.9492 5.8466
56 O -0.4889 4.3854 -0.2986
57 H 1.0982 0.5252 -4.6280
58 C -0.6673 0.8189 -0.9630
59 C 5.0269 0.9028 -1.0865
60 H 2.3942 -4.2437 -3.0832
61 C -3.0576 -4.2560 0.3114
62 C -4.3812 1.6972 -3.0351
63 H -0.0501 -1.9517 3.1314
64 H -0.7801 3.6279 0.0607
65 O 1.8499 -4.3782 4.7633
66 O -1.3772 -3.8367 -3.3867
67 H 0.4736 -3.0659 -5.2290
68 H -4.0176 2.0838 0.3473
69 H 2.2060 5.6264 3.4765
70 H 1.2046 -1.7145 4.2821
71 H 2.2596 1.7116 5.0265
72 C -3.5998 -5.0425 1.5327
73 H -2.6339 -3.1783 -4.7689
74 H 4.0015 3.2330 3.2371
75 O 2.7290 4.9529 2.8971
76 H -3.8787 -4.3191 2.3395
77 H 1.2336 4.3359 0.6853
78 H -1.5388 -2.7152 -0.2834
79 H -1.8204 0.1792 0.8707
80 C -0.5658 -3.1496 -5.3754
81 H -0.9502 -1.1363 -3.6346
82 H -3.3529 2.1844 4.7985
83 O -4.1018 -3.4271 -0.0614
84 H 2.7473 4.3618 -0.8834
85 H -2.5868 -4.8688 -0.5187
86 H -3.0250 -5.8783 1.9735
87 H 0.8212 -0.6678 1.0072
88 H -2.6269 -1.3313 -3.1366
89 O -6.0242 1.0928 -1.5670
90 C 1.9577 -4.3044 -2.0169
91 H 2.6892 -4.6036 -1.4377
92 C -1.6842 -2.9583 -4.3833
93 C 0.9529 6.1978 0.0671
94 H 3.4899 1.4947 -2.1324
95 H 1.5159 -2.9761 -0.7627
96 H 1.2938 0.9346 0.8433
97 H 3.5991 -0.3185 0.1314
98 C 2.8280 -0.2529 -5.6112
99 H 0.9081 -4.4743 3.1526
100 H -0.1697 1.6384 -1.3742
101 C 0.7685 -3.9564 4.0325
102 H -2.3913 -0.1013 5.0884
103 C 1.6537 -2.8604 -1.6727
104 H -3.4059 2.1451 -3.0441
105 H -1.6167 1.2024 -1.2879
106 O 4.0707 1.8961 -1.6173
107 H 2.5082 -4.4831 4.1064
108 C -2.0688 0.5287 4.2755
109 H -4.8979 3.2761 -0.7442
110 C -4.6719 1.2223 -1.6757
111 C -1.9569 -3.2278 0.6858
112 C 3.1663 3.8417 3.7117
113 H 0.3894 6.8393 -0.5727
114 H -0.4949 0.0737 -1.6029
115 C 0.5008 0.3011 1.2491
116 C -1.3805 2.3065 5.7810
117 C -0.5223 -4.1708 4.6796
118 H -1.0357 0.2428 4.0036
119 H 2.1231 6.5312 -0.0888
120 C -0.8271 0.7959 0.6217
121 H -4.1391 0.2212 -1.2750
122 H -1.6186 3.4643 5.9807
123 H 1.7461 -0.5852 -3.1412
124 C 4.2606 0.3914 0.1745
125 H -1.3710 -3.5973 4.3437
126 H -4.4309 1.1460 -4.0047

Atoms 1-6, force components in eV/Å:
H 2.554 -1.090 0.004
H 0.535 -0.172 -1.038
H 0.433 1.014 -0.810
H -2.007 1.709 1.033
H -2.612 -1.326 -3.262
C -1.437 -0.549 3.022

Values from the calculation:
* molecular weight: 666.97 g/mol
* E_tot: -61087.2194 eV
* orbital gap: 9.1600 eV
* relative energy (zero: lowest compared OMol25 entry of this formula, charge and spin): 292.7 kcal/mol
* SMILES: CC(C)O.CC(C)O.CC(C)O.CC(C)O.CC(C)O.CC(C)O.CC(C)O.CC(C)O.OCCO.OCCO.OCCO
* HOMO: -9.07 eV


[2]
# C30H83N15O10

10 unconnected molecules or ions with the total composition C30H83N15O10 in a non-equilibrium geometry (ωB97M-V/def2-TZVPD, the Open Molecules 2025 dataset).

Cartesian coordinates (Å):
1 H -2.7228 -4.8523 0.3939
2 O -1.5714 -5.1289 1.7824
3 H -4.0490 -3.0398 -0.3972
4 H 0.4357 -3.2361 0.2665
5 H -2.5586 7.5538 1.5039
6 N 2.4726 -0.6819 1.3822
7 H 3.8405 -2.7723 2.1099
8 H -1.3599 8.6565 1.7679
9 H -1.2519 -0.0901 -0.9446
10 H 2.1625 -0.6308 -6.6830
11 H 3.7411 -0.6869 -4.4127
12 C -4.4084 -3.9992 -2.3424
13 N 3.2666 -2.8239 1.2887
14 H -2.2691 7.3215 3.6543
15 C 0.2725 -2.4151 -5.8767
16 H 4.5343 1.5460 -1.1844
17 H 2.6269 1.1635 -5.1477
18 N -0.3841 -3.8434 0.3008
19 H 4.3813 -2.0948 -3.6052
20 C 0.4405 -1.6753 -7.2116
21 C 1.1588 -0.3456 -7.0098
22 H -1.0723 7.0605 0.8434
23 N 0.2137 -3.9614 2.5095
24 C -1.4746 7.5764 1.7106
25 H 1.1178 2.3333 -2.4357
26 H -6.9953 -5.1449 2.0444
27 H -1.5581 -1.3767 0.1626
28 H 1.1716 0.1171 -7.9969
29 H 1.5145 1.4938 -0.8608
30 C 2.4371 -1.8742 0.7696
31 O 1.7122 -2.1165 -0.2087
32 C -4.3128 -4.0183 -0.8064
33 H 1.1669 -3.7555 2.2486
34 H 1.3137 2.0599 -4.6463
35 H -4.0200 -2.8930 1.8696
36 H 1.0107 -2.2961 -7.9055
37 H 0.5624 6.6804 2.9778
38 H -2.0955 -1.2610 -6.2565
39 N -1.2640 -0.4278 -0.0011
40 O 3.3124 4.8603 5.2836
41 H 0.0669 -4.4711 3.3637
42 O 1.2744 0.2902 3.1788
43 C 1.6404 3.9870 2.7312
44 N 0.2028 -0.1901 -4.7243
45 H 2.0861 3.1629 5.4196
46 C 1.6848 1.5526 -5.5419
47 H -6.9925 -3.4299 1.8419
48 N 2.8627 1.8496 3.2154
49 H 2.1407 5.8883 6.6551
50 C -5.4835 -4.5741 -0.0197
51 H -0.6681 -0.0372 3.0878
52 H 1.6402 -0.1525 1.1609
53 O -5.1823 -4.4247 1.3807
54 C 2.9976 3.5428 4.9365
55 C 3.8964 0.8124 -1.6968
56 H 5.2302 0.5515 -3.2351
57 H -2.1861 -3.3486 4.8645
58 C -0.6439 -4.3418 1.5198
59 H 1.9518 2.2235 -6.3559
60 H 2.9182 -0.5199 2.3065
61 H 2.8926 -1.2819 -3.0664
62 H -0.3490 -3.2818 -6.0980
63 H -0.1992 2.2925 -7.0270
64 H 4.9973 -1.2473 -0.9554
65 H 2.4789 6.7346 5.1950
66 C -0.9032 0.2506 1.1141
67 H 1.4805 -2.1048 5.1991
68 H -1.7599 2.8471 1.8195
69 N 5.6180 -0.9336 -1.6971
70 H 3.7818 2.9203 5.3774
71 C -0.4109 -1.5050 -4.8054
72 C -0.9360 3.2690 2.4074
73 H -3.4325 -3.7834 -2.7687
74 O -2.4716 -1.1148 3.9642
75 H -0.8844 -1.7692 -2.6778
76 H -2.8074 5.1445 2.6272
77 O -0.3132 1.3556 1.0991
78 C 2.9018 3.2990 3.4125
79 O -0.9483 4.6704 2.2021
80 O -0.4020 0.5832 -3.7373
81 H 0.7633 -2.2345 -3.1378
82 N 3.0360 -0.9331 3.9112
83 N 0.9555 -1.3997 4.7183
84 H 5.9427 -1.7671 -2.1643
85 H -1.1652 1.8482 -5.6746
86 H 0.6971 3.6559 3.2127
87 H -3.3891 -5.8632 -0.6826
88 H -4.7168 -4.9754 -2.7168
89 H 3.4447 -1.6681 4.4567
90 C -6.3529 -4.2641 2.1521
91 H -0.0451 2.8027 2.0320
92 H 2.4161 1.3596 3.9718
93 C 0.5810 0.5766 -5.9081
94 C 1.6961 -0.6539 3.8551
95 H -0.5122 -3.3101 -3.5064
96 H 1.2002 -2.6761 -5.3611
97 H -1.1099 -4.0318 -0.3840
98 C -3.0111 -2.1415 3.5226
99 H -1.3010 0.8446 -7.0790
100 H -2.4048 -2.4651 -4.9816
101 C 2.2605 5.7346 5.5801
102 H -3.2071 -4.1604 3.6580
103 O 2.9010 1.4526 -2.4521
104 H -5.6694 -5.6395 -0.1820
105 H 3.8001 3.6767 2.9156
106 H 2.2802 1.7108 2.4038
107 H 3.6468 -0.3011 3.4144
108 H -5.1091 -3.2027 -2.6027
109 H 2.2204 3.0581 -1.2920
110 N -3.8509 -2.0975 2.4690
111 H 1.8236 5.0564 2.8568
112 H -1.0613 2.9684 3.4546
113 C -0.2843 -2.2446 -3.4533
114 H 1.5619 3.8058 1.6599
115 C -1.9557 -1.4981 -5.2033
116 N -2.8996 -3.3404 4.1588
117 H -0.5455 -1.5321 -7.6595
118 H -0.0523 -1.2726 4.7987
119 N -0.1366 7.0229 3.6287
120 H 0.0248 6.3743 4.3842
121 N -1.2099 -0.3143 2.2957
122 H 1.3474 5.4625 5.0684
123 H -1.7345 4.9839 4.0753
124 H -1.7871 -1.1212 2.3447
125 H -6.4118 -4.0365 -0.2435
126 H -4.1043 -1.1462 2.2546
127 C 1.8817 2.0967 -1.6950
128 H 0.3010 0.7368 -3.0935
129 H 3.4271 -3.6445 0.7271
130 C -1.8377 5.4060 3.0699
131 N -3.1536 -4.8891 -0.5342
132 C -0.5830 1.4226 -6.4966
133 C 4.7097 -0.1430 -2.5696
134 C 3.9150 -1.1290 -3.4253
135 H -6.1003 -4.1049 3.1981
136 C -1.4570 6.8782 3.0685
137 H -2.4337 -0.7181 -4.6074
138 H 3.4904 0.2876 -0.8211

Atoms 1-6, force components in eV/Å:
H -0.664 -0.023 0.032
O 0.091 0.687 0.094
H -0.225 0.178 -0.226
H -0.422 0.236 -1.209
H 0.001 -0.089 -0.441
N 0.125 0.059 -1.159

Values from the calculation:
* molecular weight: 814.09 g/mol
* E_tot: -75279.7751 eV
* orbital gap: 7.8001 eV
* relative energy (zero: lowest compared OMol25 entry of this formula, charge and spin): 119.3 kcal/mol
* SMILES: CC1(C)CCCC(C)(C)N1O.COC[C@H](C)N.COC[C@H](C)N.COC[C@H](C)N.COC[C@H](C)N.NC(N)=O.NC(N)=O.NC(N)=O.NC(N)=O.NC(N)=O
* HOMO: -8.00 eV


[3]
# C30H84ClN6O13

10 unconnected molecules or ions with the total composition C30H84ClN6O13 in a non-equilibrium geometry (ωB97M-V/def2-TZVPD, the Open Molecules 2025 dataset).

Cartesian coordinates (Å):
1 H -1.6693 5.6626 -2.6158
2 H 6.9115 -4.5836 -0.1274
3 H -6.5495 -0.5628 -2.2828
4 H -0.6854 6.9976 -4.4723
5 C -3.9429 -3.5587 3.2161
6 H 5.3961 -3.4735 -1.3669
7 C 3.9995 -5.4502 1.1270
8 H 1.2997 4.1290 -0.0612
9 Cl -1.0153 -0.2765 0.4201
10 H 3.0964 4.1720 -4.4648
11 C 2.7313 4.0719 -3.4426
12 H -0.4979 -7.5160 -0.2410
13 H -1.0737 2.2984 -1.9597
14 H -4.9297 -1.5516 -0.7585
15 H 3.4800 2.3462 6.5972
16 H 0.2880 5.7567 1.1650
17 H -9.2721 -0.4407 -1.5791
18 H 2.5855 -1.0521 6.6582
19 H 2.2292 -4.3795 2.9307
20 C -2.1105 5.0411 -3.3951
21 H -1.9728 6.5531 -5.5444
22 H 2.8911 -3.1147 1.8798
23 C -6.8049 -0.6343 -1.2256
24 H -3.7831 -4.0648 4.1682
25 H -4.5350 -4.2873 2.6623
26 C -2.9643 3.6318 -1.4420
27 H -2.5936 -2.9378 1.6919
28 H -0.2284 -1.7487 -2.3798
29 H 3.4667 2.0541 -3.1883
30 H 4.7565 -5.0565 -1.6456
31 C 2.2333 -3.9831 1.9153
32 H 1.7136 5.6210 -3.9530
33 N 3.0940 -1.3227 3.8863
34 H -2.7774 2.9982 -3.4860
35 N -4.6232 0.4306 -0.6040
36 O 1.9845 0.7961 6.7986
37 H 1.4513 5.3260 -2.6023
38 C 2.4104 2.1389 6.6303
39 H 1.3490 -2.3202 -2.0944
40 C 0.8898 -0.3239 4.3916
41 H -7.2123 0.3216 -0.8964
42 C -2.2119 3.6236 -2.7952
43 H 0.0754 3.5782 2.0798
44 H 0.3758 0.6005 4.6549
45 H -8.6912 -1.3543 -2.8484
46 H 2.0547 0.0823 -3.8102
47 C 2.3978 -0.2184 4.5878
48 H 0.6607 -0.4500 3.3334
49 C 1.3101 0.6649 -3.2678
50 H 5.1171 -3.6153 1.0226
51 H 3.8581 0.0706 6.1759
52 H -1.3470 -4.8084 3.4564
53 N -1.0454 -4.0896 -3.3846
54 O -1.9686 -4.7498 2.7272
55 C -8.9373 -1.4560 -1.7914
56 C 4.9789 -4.5355 0.4549
57 H 1.8339 1.9835 1.8674
58 H 4.0794 5.7071 -3.1826
59 H 0.4012 -1.1339 4.9332
60 H 0.8223 -2.2286 -3.7348
61 H -1.4371 -3.1595 -3.3461
62 H -1.2698 3.1086 1.0530
63 H 0.7901 -4.2153 -0.5974
64 C 4.6509 -4.1815 -1.0042
65 O -1.1210 4.9107 -4.4657
66 H -2.5627 4.2412 -0.6323
67 H 2.4053 2.6319 -1.8955
68 O 3.0623 3.9389 0.6270
69 H -6.3893 -1.7123 1.3563
70 H 2.0520 1.5082 0.2855
71 H 3.9842 -0.9926 3.5418
72 O 2.6169 -5.0778 1.0496
73 N 6.2924 -5.0859 0.4927
74 H 1.2165 -3.6022 1.8197
75 H 0.9321 -4.6299 -2.8648
76 H 3.5350 5.0734 -1.6052
77 C -2.5362 -3.4282 2.6636
78 H -0.6624 -3.9637 -4.3106
79 O 0.5101 4.4961 -0.4654
80 O -1.6341 0.2034 1.6237
81 H -1.1811 5.4926 0.1356
82 O 1.3243 2.0546 -3.5525
83 C -0.7814 3.9609 1.5253
84 C 3.6469 2.7461 0.9448
85 H 6.3004 -5.9101 -0.0910
86 H 0.8864 -6.5958 0.0955
87 H -3.1333 2.6567 -0.9851
88 C 0.4834 -2.4946 -2.7335
89 H 4.3837 2.4834 0.1857
90 H -9.7604 -2.1565 -1.6507
91 C -5.7593 -0.8774 1.0494
92 H 4.3027 2.8798 1.8051
93 C 0.1213 -3.9720 -2.5520
94 H 3.1611 0.7619 1.4167
95 C 3.7520 4.8188 -2.6426
96 H -0.5464 3.5804 -1.6575
97 C -1.0304 6.1977 -5.1275
98 O 0.2087 -1.0319 0.6623
99 H 1.6057 0.5542 -2.2245
100 H -4.7881 -0.9908 1.5311
101 H 3.6798 -3.7081 -1.1483
102 H -4.4394 -2.6007 3.3699
103 H 2.5078 -1.4187 3.0694
104 H -0.6704 -6.4162 1.0139
105 H 4.0341 -6.3528 0.5169
106 O -1.9518 -1.1949 -0.2174
107 H -0.3881 5.9848 -5.9820
108 H -1.4286 4.3875 2.2916
109 H -4.3041 0.3512 -1.5589
110 C -0.2845 5.0475 0.5672
111 N 1.4577 4.7816 -3.4530
112 C -0.1982 -6.5052 0.0355
113 H 0.3504 0.1665 -3.4045
114 H 2.1484 2.3479 5.5931
115 O -0.7095 0.7959 -0.4387
116 C 2.6345 1.6887 1.1890
117 O -0.6760 -5.6884 -1.0735
118 H -0.7854 -3.6558 -0.5479
119 H -3.7539 0.2393 -0.1267
120 H 2.7550 0.7144 4.1516
121 H -3.9694 3.9998 -1.6482
122 H 2.7788 4.3787 1.4318
123 H 4.5712 4.1131 -2.5049
124 C 2.5760 2.6440 -2.9720
125 O -7.7557 -1.6786 -0.9812
126 C 2.7934 -0.1461 6.0889
127 H 4.2977 -5.7197 2.1402
128 H -6.1912 0.0184 1.4956
129 N -0.8757 3.1292 -2.4990
130 H 2.0157 2.8812 7.3241
131 H -1.8841 -2.6772 3.1097
132 H -3.0473 5.5710 -3.5674
133 C -5.5302 -0.7067 -0.4215
134 C -0.1688 -4.3714 -1.0917

Atoms 1-6, force components in eV/Å:
H 0.481 0.224 0.304
H 0.166 1.128 0.374
H -0.151 -0.083 -0.291
H 0.475 -0.063 0.157
C 0.683 -0.171 1.015
H 0.088 0.147 0.073

Values from the calculation:
* molecular weight: 772.48 g/mol
* charge: -1
* E_tot: -80539.5158 eV
* orbital gap: 7.1326 eV
* relative energy (zero: lowest compared OMol25 entry of this formula, charge and spin): 11.1 kcal/mol
* HOMO: -5.25 eV